50
Properties=species:S:1:pos:R:3 method="wB97M-V/def2-TZVPD" multiplicity=1 homo_lumo_gap_ev=7.99 smiles="Cc1nc(NC(=O)N2CC[C@H](O)[C@H]2C(N)=O)sc1-c1csc(C(C)(C)C)n1" energy_ha=-1957.4502 homo_ha=-0.2855
C -2.10223 -2.55711 -0.07137
C -1.33560 -1.43415 -0.81418
N -2.16184 -0.74834 -1.69612
C -1.58869 0.36641 -2.06722
N -2.40340 1.24737 -2.69412
C -2.03447 2.54766 -2.67997
O -2.09044 3.07242 -3.78395
N -1.49903 3.25707 -1.56607
C -1.75212 2.86247 -0.16576
C -1.84791 4.19842 0.55881
C -0.81269 4.98756 -0.16231
O -0.89535 6.40027 -0.09485
C -0.90151 4.56316 -1.63613
C 0.41867 4.47352 -2.28983
N 0.53062 4.14287 -3.64081
O 1.43328 4.66366 -1.58893
S 0.13973 0.48720 -1.54775
C -0.12052 -0.89587 -0.55823
C 0.81370 -1.28366 0.40114
C 2.05224 -0.75143 0.61747
S 3.06799 -1.70392 1.68301
C 1.83113 -2.99439 1.55311
C 1.99690 -4.40048 2.14827
C 1.44778 -4.40817 3.62727
C 1.28805 -5.44061 1.28728
C 3.48040 -4.69120 2.19545
N 0.70762 -2.59352 0.97567
H -3.03389 -2.73277 -0.49212
H -2.19635 -2.28982 0.94884
H -1.56640 -3.47207 -0.11750
H -3.11023 0.89374 -3.42668
H -2.66300 2.25292 0.08170
H -0.89731 2.39585 0.25733
H -2.79346 4.78159 0.47601
H -1.73699 4.06143 1.62250
H 0.07998 4.83180 0.35714
H -0.47772 6.75233 0.73377
H -1.53575 5.30880 -2.16869
H 1.37145 4.41667 -4.07795
H -0.37980 4.12395 -4.24605
H 2.29511 0.22084 0.26310
H 1.88059 -3.65982 4.25649
H 0.35560 -4.40546 3.66793
H 1.84237 -5.27094 4.13924
H 0.19548 -5.22764 1.17417
H 1.25378 -6.42640 1.75705
H 1.72767 -5.60652 0.28888
H 3.78807 -5.73333 2.46937
H 4.05894 -3.98332 2.82438
H 3.87953 -4.59903 1.22120



48
Properties=species:S:1:pos:R:3 method="wB97M-V/def2-TZVPD" multiplicity=3 s_squared=2.005 homo_lumo_gap_ev="7.37 / 8.10" total_charge=+2 energy_ha=-3530.7732 homo_ha="-0.5436 / -0.5705"
Pt -0.01183 0.14335 0.74793
N -1.39891 -0.94483 2.14353
C -1.87135 -0.14627 3.30061
C -1.01594 -0.35988 4.54046
C 0.49349 -0.18883 4.34391
C 0.90253 1.14335 3.70824
N 1.38626 0.95507 2.31730
H -2.18190 -1.21850 1.56094
H -0.94347 -1.79877 2.45359
H -2.89964 -0.41442 3.54696
H -1.87400 0.90460 3.00577
H -1.20139 -1.35947 4.94037
H -1.36098 0.34892 5.29498
H 0.89776 -1.00703 3.73852
H 0.96058 -0.27956 5.32329
H 1.69448 1.61081 4.29460
H 0.06359 1.83961 3.68690
H 2.21678 0.37097 2.34056
H 1.67378 1.85357 1.94230
C 1.27286 -3.57823 -1.39226
C 1.25565 -2.13935 -0.98560
O 0.88849 -1.85905 0.16375
C 1.69202 -1.11293 -1.95565
C 1.67374 0.24078 -1.60545
C 2.02143 1.22962 -2.49818
C 2.43141 0.87555 -3.78035
C 2.48586 -0.46262 -4.14231
C 2.11692 -1.44982 -3.24249
H 0.86411 -4.19702 -0.59872
H 2.29624 -3.89826 -1.59925
H 0.69218 -3.72325 -2.30391
H 1.39096 0.52047 -0.57449
H 1.99184 2.27177 -2.20546
H 2.71970 1.64324 -4.48574
H 2.81804 -0.73573 -5.13468
H 2.17028 -2.48396 -3.55436
Se -1.46840 3.98577 -0.07180
N -2.31697 3.74951 -1.55543
C -2.30105 2.46120 -1.86572
C -2.86752 1.82388 -2.99793
C -2.71571 0.46871 -3.08875
C -2.01922 -0.25896 -2.09130
N -1.48061 0.29594 -1.02922
C -1.61587 1.63853 -0.91319
N -1.08560 2.25905 0.13018
H -3.39386 2.39711 -3.74951
H -3.12798 -0.08024 -3.92339
H -1.91878 -1.33438 -2.17954



44
Properties=species:S:1:pos:R:3 method="wB97M-V/def2-TZVPD" multiplicity=1 homo_lumo_gap_ev=8.97 smiles="COc1ccc(C(=O)NCCC2=CCCCC2)cc1OC" energy_ha=-942.0482 homo_ha=-0.3017
C -0.48251 5.86447 0.55763
O 0.03562 4.70063 1.16274
C 0.32678 3.58732 0.43973
C 0.90197 2.56344 1.19093
C 1.25658 1.35145 0.63651
C 1.04049 1.13178 -0.71788
C 1.37793 -0.12719 -1.44051
O 1.47970 -0.17012 -2.65401
N 1.57188 -1.21569 -0.65685
C 1.75330 -2.53821 -1.20240
C 0.43494 -3.33117 -1.22614
C -0.20738 -3.36007 0.13803
C 0.29373 -4.09158 1.12487
C -0.24338 -4.10590 2.52296
C -1.15958 -2.91266 2.77692
C -2.14933 -2.78120 1.62573
C -1.40453 -2.46952 0.33036
C 0.48075 2.15335 -1.48087
C 0.11513 3.37412 -0.93767
O -0.44449 4.38213 -1.68084
C -0.61081 4.18281 -3.06389
H -1.46087 5.68597 0.10761
H -0.58169 6.58395 1.37052
H 0.19604 6.26232 -0.19942
H 1.06556 2.75994 2.23891
H 1.72565 0.60949 1.26479
H 1.33929 -1.16875 0.32130
H 2.49501 -3.06543 -0.59594
H 2.13256 -2.41626 -2.21904
H -0.23806 -2.86251 -1.94506
H 0.65337 -4.34459 -1.56739
H 1.14281 -4.73705 0.94008
H 0.58846 -4.10418 3.23273
H -0.79684 -5.03765 2.68309
H -1.68862 -3.04078 3.72304
H -0.56392 -1.99931 2.84641
H -2.87649 -1.99400 1.83380
H -2.69251 -3.72196 1.51476
H -2.07933 -2.58856 -0.52172
H -1.08041 -1.42237 0.33073
H 0.34493 1.94926 -2.53078
H -1.30007 3.35882 -3.27254
H 0.34468 3.99295 -3.56175
H -1.03633 5.11251 -3.43948



47
Properties=species:S:1:pos:R:3 method="wB97M-V/def2-TZVPD" multiplicity=1 homo_lumo_gap_ev=9.09 smiles="COCCN(c1ccc([Si](C)(C)O)cc1)S(=O)(=O)c1ccccc1" energy_ha=-1704.9127 homo_ha=-0.3150
C 3.88715 0.15590 -1.07566
O 3.34263 -0.43180 -2.19649
C 3.09716 -1.76782 -2.09145
C 1.77461 -1.95042 -1.31949
N 1.73576 -1.14818 -0.12843
C 0.95698 0.02565 -0.09349
C 0.83388 0.82531 -1.26694
C -0.04809 1.92306 -1.28465
C -0.72684 2.27269 -0.09162
Si -2.01465 3.64123 -0.02697
C -1.36950 5.03990 1.06047
C -2.66900 4.12896 -1.72382
O -3.36814 3.02932 0.64442
C -0.57400 1.55778 1.05119
C 0.21298 0.38073 1.01784
S 1.57327 -2.22187 1.24384
O 2.35563 -3.37864 0.76319
O 1.41182 -1.48270 2.53086
C -0.10165 -2.93029 1.16533
C -1.13586 -2.26884 0.53704
C -2.38045 -2.80007 0.52151
C -2.54136 -4.06265 1.10060
C -1.55652 -4.72179 1.82750
C -0.31813 -4.08300 1.87073
H 3.93074 1.20196 -1.22289
H 4.90552 -0.16826 -0.73353
H 3.28637 0.02815 -0.19609
H 3.03253 -2.22687 -3.07737
H 3.84142 -2.30962 -1.45754
H 1.67116 -2.99790 -0.97285
H 0.92015 -1.69042 -1.93381
H 1.48307 0.62932 -2.07075
H -0.08761 2.55798 -2.16835
H -0.29897 5.20605 0.88001
H -1.67873 4.79953 2.08963
H -1.93974 5.88730 0.74846
H -3.56224 3.49584 -2.02694
H -2.81577 5.17392 -1.56790
H -1.88776 4.03500 -2.44382
H -3.27389 2.75771 1.56772
H -1.08007 1.85411 1.92215
H 0.27210 -0.16819 1.96474
H -0.96070 -1.24265 0.24545
H -3.21484 -2.18259 0.22520
H -3.60470 -4.29661 1.24711
H -1.82332 -5.51335 2.55734
H 0.50762 -4.56290 2.38849



56
Properties=species:S:1:pos:R:3 method="wB97M-V/def2-TZVPD" multiplicity=3 s_squared=2.024 homo_lumo_gap_ev="8.46 / 4.24" total_charge=+3 energy_ha=-4623.4382 homo_ha="-0.5976 / -0.5931"
Au -0.30833 0.27033 -0.01258
C -0.52687 4.58723 -0.00849
C -0.66814 3.37708 0.65927
N -0.47789 2.37563 -0.20053
N -0.21186 2.90357 -1.41443
C -0.24459 4.23772 -1.31592
B -0.02612 2.02969 -2.68242
N 1.28600 1.21973 -2.57598
C 2.24376 1.05101 -3.50452
C 3.21907 0.22633 -2.97934
C 2.77156 -0.05428 -1.68275
N 1.60627 0.54372 -1.45290
N -1.24031 1.06252 -2.76420
C -2.16051 0.94556 -3.73004
C -3.06303 -0.04161 -3.37396
C -2.61976 -0.49042 -2.13628
N -1.51686 0.17706 -1.78871
H -0.63165 5.57792 0.39441
H -0.89432 3.17820 1.69168
H -0.07155 4.85036 -2.18388
H -0.00197 2.71430 -3.65644
H 2.17535 1.53858 -4.46191
H 4.13366 -0.08783 -3.44806
H 3.24209 -0.64693 -0.91484
H -2.11385 1.57128 -4.60488
H -3.92305 -0.37400 -3.92594
H -3.03613 -1.24224 -1.48632
N -2.34501 0.82431 4.93149
C -1.13529 -0.05985 4.78886
P 0.01794 0.82484 3.63286
O -0.40764 2.25786 3.79868
O 0.05776 0.12620 2.31035
C 1.72075 0.78535 4.37304
N 2.11327 2.21003 4.67244
H -2.02558 1.79944 4.75154
H -2.76401 0.76381 5.86261
H -3.07386 0.59900 4.25102
H -1.44067 -1.04284 4.44041
H -0.69538 -0.15545 5.78062
H 2.42541 0.36896 3.65764
H 1.78046 0.20576 5.29211
H 2.40952 2.34264 5.64164
H 1.27243 2.79988 4.48475
H 2.87784 2.53072 4.07442
Br 0.73885 -2.00401 -2.95556
C 0.40506 -3.68094 -2.37333
C 0.49976 -4.73930 -3.32260
C 0.27438 -6.02955 -2.93072
C -0.04253 -6.29519 -1.59040
C -0.13705 -5.26529 -0.63631
C 0.08057 -3.96390 -1.00580
I -0.03674 -2.52936 0.50938
H 0.75141 -4.49789 -4.34611
H 0.34187 -6.84083 -3.64208
H -0.21933 -7.31582 -1.27607
H -0.38513 -5.51908 0.38510



55
Properties=species:S:1:pos:R:3 method="wB97M-V/def2-TZVPD" multiplicity=3 s_squared=2.008 homo_lumo_gap_ev="8.52 / 7.13" total_charge=+2 energy_ha=-1734.7209 homo_ha="-0.5121 / -0.5129"
W -0.68558 -0.18645 -0.37502
C 0.67954 -0.14471 -3.22923
C 1.46982 -1.18630 -2.48359
O 0.55613 -1.66773 -1.48157
C 1.08441 -2.64853 -0.56070
C 1.95343 -1.91995 0.46676
O 1.44551 -0.57583 0.49030
C 1.96648 0.28858 1.50691
C 1.06040 1.52235 1.49532
O 0.45087 1.63959 0.18704
C 1.31182 2.20208 -0.82729
C 0.52699 2.09359 -2.10864
O 0.06642 0.72637 -2.23076
H -0.14356 -0.59293 -3.78175
H 1.30309 0.45131 -3.89129
H 2.36004 -0.77052 -2.00524
H 1.74983 -2.01213 -3.13825
H 1.63714 -3.40270 -1.11754
H 0.20983 -3.10435 -0.10271
H 3.00800 -1.88527 0.18809
H 1.85265 -2.37842 1.45082
H 3.00525 0.52070 1.26521
H 1.93003 -0.20219 2.48056
H 1.60516 2.43806 1.71840
H 0.22783 1.42604 2.18595
H 2.24349 1.63348 -0.87355
H 1.52380 3.24162 -0.57622
H 1.12563 2.36302 -2.97600
H -0.36465 2.71828 -2.07715
O -4.24734 0.70475 2.49121
C -3.76033 -0.21936 3.34436
C -4.44824 -0.58250 4.49719
C -3.93052 -1.54207 5.34369
C -2.71947 -2.17582 5.06402
C -2.03865 -1.83550 3.92112
C -2.53572 -0.84732 3.05387
C -1.75973 -0.52719 1.88096
O -0.87133 -1.32195 1.39659
O -1.83017 0.57407 1.22104
H -5.12773 0.97062 2.78535
H -5.39461 -0.10676 4.72576
H -4.48032 -1.80544 6.23755
H -2.32700 -2.92586 5.73484
H -1.10441 -2.32142 3.67483
C -4.50345 1.85087 -2.23911
C -3.32055 1.25532 -1.66026
N -2.38983 0.74396 -1.23825
H -4.84372 1.21481 -3.05697
H -4.27181 2.84785 -2.61154
H -5.28086 1.91422 -1.47831
F -2.33337 -3.49691 -2.45918
B -2.69836 -2.22532 -2.49407
F -3.94342 -1.85820 -2.20407
F -1.99293 -1.38952 -3.29894
F -1.88149 -1.69126 -0.85444



50
Properties=species:S:1:pos:R:3 method="wB97M-V/def2-TZVPD" multiplicity=6 s_squared=8.801 homo_lumo_gap_ev="8.30 / 5.48" total_charge=+2 energy_ha=-3522.2736 homo_ha="-0.5308 / -0.5546"
C 1.43008 1.20215 -6.19158
C 0.90489 1.15546 -4.77215
H 2.44600 1.61597 -6.20338
H 0.80012 1.82666 -6.84007
H 1.46434 0.19243 -6.62182
O 1.48601 1.48382 -3.77006
Cl -0.76711 0.54259 -4.68033
Fe 0.14024 -0.19236 -0.93022
P 1.04354 -2.21223 -0.20930
C 2.39706 -2.70627 0.88142
C -0.26419 -3.42553 0.14788
H 0.81661 -2.29636 -2.60601
H 1.91560 -3.58911 -1.98675
H 2.48016 -1.88013 -2.10739
C 1.62436 -2.53575 -1.89987
H -1.13829 -3.19631 -0.47520
H 0.09318 -4.44655 -0.05035
H 2.68744 -3.75118 0.70233
H 2.08067 -2.59799 1.92597
H -0.55163 -3.33177 1.20487
H 3.26619 -2.06040 0.71799
C 1.19844 0.25909 0.66966
O 1.53054 0.68276 1.71560
Cl -1.73116 -0.85894 -1.89779
C -4.09653 2.93592 3.64685
N -3.29843 2.12440 2.73416
N -2.25183 2.63482 2.04547
C -1.84460 1.71025 1.06254
O -0.83850 1.90236 0.35658
C -2.83913 0.67553 1.13247
C -3.68435 0.96209 2.15432
C -4.86416 0.19866 2.62358
C -1.45565 3.72665 2.47392
C -1.21022 3.94357 3.83148
C -0.33980 4.97055 4.20716
C 0.34452 5.69962 3.22716
C 0.13099 5.44947 1.86586
C -0.79405 4.47928 1.48971
H -3.60304 3.00946 4.62062
H -5.06217 2.44478 3.80929
H -4.27650 3.93725 3.23296
H -2.87803 -0.18873 0.48224
H -4.80517 0.00302 3.70449
H -5.80067 0.74317 2.42552
H -4.91363 -0.76594 2.09461
H -1.69408 3.31500 4.58211
H -0.20610 5.18673 5.26918
H 1.04881 6.47110 3.52750
H 0.67422 6.00135 1.10026
H -0.99125 4.27779 0.44204



53
Properties=species:S:1:pos:R:3 method="wB97M-V/def2-TZVPD" multiplicity=1 homo_lumo_gap_ev=9.17 smiles="O=C(CNCCCO)Nc1cc(C(F)(F)F)cc(NC(=O)CNCCCO)c1Cl" energy_ha=-1942.0415 homo_ha=-0.3220
O 3.27624 3.54902 -0.58712
C 2.11532 3.35082 -0.84897
C 1.13451 4.46004 -1.23046
N -0.21572 4.10153 -0.83379
C -0.44785 4.30879 0.59106
C -1.84051 3.84575 1.00005
C -2.02171 2.33635 0.85819
O -3.28996 1.98657 1.35578
N 1.49937 2.13408 -0.88883
C 2.01175 0.88037 -0.61699
C 3.30141 0.68707 -0.12246
C 3.74173 -0.59840 0.14667
C 5.11864 -0.79464 0.72036
F 5.66900 -1.96369 0.36365
F 5.10188 -0.78413 2.06839
F 5.98184 0.15999 0.35054
C 2.93877 -1.70980 -0.05499
C 1.65247 -1.53778 -0.56194
N 0.80046 -2.59976 -0.80691
C 0.90474 -3.89944 -0.41373
O 1.82261 -4.38250 0.20359
C -0.30911 -4.71221 -0.87123
N -1.45611 -3.85446 -1.11050
C -2.13144 -3.43509 0.10897
C -3.21913 -2.41578 -0.22764
C -3.83933 -1.78182 1.01898
O -2.97343 -0.87323 1.66189
C 1.20725 -0.24166 -0.83684
Cl -0.39270 -0.02018 -1.47819
H 1.17673 4.56199 -2.31897
H 1.49381 5.40120 -0.78777
H -0.89657 4.64016 -1.36057
H 0.30696 3.73271 1.13548
H -0.32078 5.36799 0.86884
H -2.01668 4.11216 2.04268
H -2.59846 4.34791 0.39662
H -1.93537 2.05260 -0.20112
H -1.22824 1.82123 1.41906
H -3.32232 1.02510 1.46495
H 0.50295 2.19752 -1.09619
H 3.93841 1.54191 0.03564
H 3.29061 -2.70338 0.16895
H -0.08014 -2.38557 -1.27532
H -0.02694 -5.20048 -1.80808
H -0.48968 -5.49990 -0.12429
H -2.12199 -4.31259 -1.72399
H -1.37378 -2.98181 0.75726
H -2.57154 -4.28518 0.65727
H -2.78883 -1.62610 -0.84569
H -4.00839 -2.90351 -0.80155
H -4.16032 -2.56442 1.71954
H -4.71295 -1.19081 0.73612
H -2.19746 -1.34450 1.98360



52
Properties=species:S:1:pos:R:3 method="wB97M-V/def2-TZVPD" multiplicity=1 homo_lumo_gap_ev="7.61 / 7.61" total_charge=+2 energy_ha=-1477.5834 homo_ha="-0.5804 / -0.5803"
N 1.43046 0.89487 -1.16067
C 1.73031 1.97007 -1.65714
O 2.05154 2.98659 -2.16283
Cs 2.27518 -3.01740 -1.43651
Nb 0.41813 -0.15885 0.20400
N -0.46424 -1.63927 -0.87275
N -0.77048 1.28427 0.83357
C -1.24671 -1.78541 -2.13614
C -1.27581 2.61931 0.48541
C -1.35440 -3.27555 -2.49483
C -2.67299 -1.23579 -1.95623
C -0.54472 -1.01417 -3.24958
C -0.19284 3.65214 0.81312
C -2.53918 2.95636 1.27775
C -1.59486 2.66460 -1.00678
H -0.37687 -3.77825 -2.55919
H -1.83018 -3.38109 -3.47923
H -1.97018 -3.82339 -1.77102
H -3.22632 -1.80635 -1.19783
H -3.21369 -1.32224 -2.91388
H -2.65833 -0.17656 -1.66024
H -0.47724 0.05890 -3.02376
H -1.12172 -1.12659 -4.17949
H 0.47618 -1.37978 -3.45412
H 0.06511 3.62020 1.87868
H -0.57045 4.65419 0.56902
H 0.71455 3.47122 0.22393
H -2.32988 3.08218 2.34655
H -3.30589 2.18666 1.13952
H -2.93639 3.90878 0.90306
H -2.02048 3.65413 -1.23055
H -2.33851 1.89843 -1.26960
H -0.69752 2.53563 -1.62353
C -1.03592 -2.31884 0.33060
H -0.68872 -1.80356 1.27099
H -2.14102 -2.30518 0.35595
H -0.68458 -3.36707 0.40663
C -0.76284 0.92907 2.28098
H -0.11881 0.03715 2.47082
H -0.35895 1.75521 2.88901
H -1.77892 0.69241 2.63774
F 2.55628 1.47527 1.69921
C 2.97903 0.17509 1.85761
C 2.12807 -0.86408 1.42663
C 2.58489 -2.15795 1.71923
F 1.82810 -3.27022 1.29155
C 3.86354 -2.42384 2.18968
F 4.35967 -3.69602 2.15592
C 4.69127 -1.36459 2.55094
F 5.92479 -1.59841 3.03577
C 4.22712 -0.05159 2.42154
F 4.99539 0.97932 2.83051